Record 1
This record from OMol25 describes a molecular structure, C37H21Cl5F3N7O11S2W at a distorted geometry. The level of theory is ωB97M-V/def2-TZVPD.

Element x y z (Å)
W  1.3377  -0.4870  0.4269
O  0.8866  4.0213  4.8991
C  -0.3851  4.0343  4.5176
O  -1.1542  4.8702  4.9147
C  -0.8141  2.9615  3.5678
C  -2.1200  2.7382  3.1686
Cl  -3.5338  3.5999  3.5537
N  -2.1188  1.6986  2.2888
N  -0.8804  1.2618  2.0747
C  -0.0906  1.9896  2.8225
C  1.3574  1.6661  2.7986
O  2.1423  2.2320  3.5429
O  1.7816  0.8189  1.9084
C  -3.1741  0.9787  1.6277
C  -4.4250  0.8168  2.2002
C  -5.3837  0.0726  1.5257
C  -5.0957  -0.5205  0.3053
C  -3.8292  -0.3740  -0.2435
C  -2.8675  0.3736  0.4148
H  1.3903  3.3070  4.4338
H  -4.6539  1.2401  3.1662
H  -6.3602  -0.0549  1.9746
H  -5.8464  -1.1120  -0.2025
H  -3.5750  -0.8475  -1.1846
H  -1.8703  0.4584  0.0039
O  0.4904  1.0120  -0.2883
C  0.5910  2.2928  -0.6761
C  -0.5461  3.0889  -0.6853
C  -0.4457  4.4018  -1.1062
C  0.7837  4.9160  -1.5159
C  1.9073  4.1120  -1.4866
C  1.8242  2.7864  -1.0648
C  2.9898  1.9222  -0.9548
N  3.0789  0.8199  -0.2320
C  4.3874  0.3872  -0.2952
C  5.0925  1.2395  -1.0706
N  4.1955  2.2009  -1.4820
H  -1.4881  2.6666  -0.3647
H  -1.3264  5.0308  -1.1055
H  0.8654  5.9460  -1.8348
H  2.8654  4.5312  -1.7698
H  4.7301  -0.4818  0.2336
H  6.1272  1.2495  -1.3611
H  4.3951  2.9667  -2.1009
Cl  5.8621  -5.3033  -1.3066
C  4.8831  -4.2073  -0.4089
C  4.8595  -4.2717  0.9922
Cl  5.7878  -5.4612  1.8212
C  4.0806  -3.3777  1.7262
Cl  3.9798  -3.4124  3.4406
C  3.3383  -2.4422  1.0306
O  2.5393  -1.5225  1.5622
C  3.3277  -2.4072  -0.3441
O  2.5041  -1.4894  -0.8309
C  4.1120  -3.2659  -1.0915
Cl  4.0722  -3.1480  -2.8031
F  -1.1060  -0.6630  4.4213
C  -0.1384  -1.5027  4.0142
F  1.0382  -0.8924  4.1293
F  -0.1516  -2.5632  4.8155
C  -0.4641  -1.9685  2.5809
O  -1.1656  -2.9189  2.4248
O  -0.0041  -1.2349  1.5785
N  -5.0156  0.7161  -4.5526
C  -3.7738  0.3109  -4.1177
C  -3.3838  -1.0280  -4.2298
C  -2.1264  -1.4280  -3.8247
C  -1.2390  -0.4977  -3.2942
C  -1.6097  0.8373  -3.1879
C  -2.8666  1.2388  -3.5936
S  0.3133  -1.0348  -2.6922
O  1.1696  0.1190  -2.6859
O  0.7009  -2.1936  -3.4389
N  -0.0075  -1.4449  -1.0768
C  -0.0085  -2.8450  -0.8328
S  -1.0043  -4.0083  -1.6361
C  -0.3601  -5.2378  -0.6295
C  0.5243  -4.7000  0.2385
N  0.7090  -3.3432  0.1191
H  -5.7137  0.0221  -4.7464
H  -5.3537  1.6220  -4.2851
H  -4.0750  -1.7524  -4.6451
H  -1.8246  -2.4625  -3.9246
H  -0.9030  1.5588  -2.8024
H  -3.1541  2.2818  -3.5153
H  -0.6639  -6.2662  -0.7356
H  1.0759  -5.2441  0.9922

Cartesian forces, eV/Å:
W 0.959 -0.744 -0.018
O -0.403 0.119 -0.016
C 0.274 0.115 0.100
O -0.154 -0.055 -0.031
C -0.124 -0.012 -0.133
C -0.049 0.036 -0.031
Cl 0.099 -0.035 0.002
N -0.281 -0.091 -0.019
N -0.198 -0.006 0.076
C 0.168 0.060 0.311
C 0.293 0.313 -0.298
O -0.050 -0.162 0.025
O -0.383 -0.448 0.331
C 0.045 0.074 0.012
C -0.068 0.001 0.060
C -0.018 -0.005 -0.002
C 0.029 0.023 0.044
C -0.001 -0.010 -0.009
C 0.075 0.026 -0.092
H 0.254 -0.085 0.006
H 0.015 -0.001 -0.017
H 0.014 -0.004 -0.002
H 0.003 0.015 -0.001
H 0.007 0.008 0.005
H -0.064 -0.023 -0.002
O -0.399 -0.081 -0.489
C -0.164 -0.278 0.330
C -0.074 0.142 -0.040
C 0.066 0.006 -0.006
C -0.037 -0.049 0.037
C 0.034 0.083 -0.059
C 0.268 0.029 -0.074
C 0.004 0.251 0.132
N -0.236 -0.420 -0.213
C -0.018 0.193 0.117
C -0.047 0.080 -0.020
N 0.148 0.029 -0.029
H -0.017 -0.008 -0.003
H 0.021 0.002 -0.008
H -0.004 -0.015 0.001
H -0.025 0.013 0.007
H 0.022 0.007 -0.013
H -0.021 0.008 -0.001
H -0.011 0.004 0.012
Cl -0.037 0.038 0.039
C 0.026 -0.029 0.050
C 0.022 -0.017 -0.078
Cl -0.023 0.030 -0.029
C 0.120 0.011 0.089
Cl 0.022 -0.009 -0.051
C -0.009 -0.143 0.339
O -0.073 0.235 0.281
C 0.056 -0.171 -0.367
O -0.500 0.053 0.099
C 0.052 -0.071 -0.111
Cl 0.020 -0.020 0.060
F 0.100 0.098 0.018
C -0.064 -0.129 0.024
F -0.071 0.067 -0.043
F 0.106 0.090 0.114
C -0.095 -0.322 -0.628
O -0.038 0.030 0.054
O 0.341 0.878 -0.087
N 0.130 -0.008 -0.069
C -0.150 0.049 0.017
C -0.019 -0.037 -0.035
C -0.001 0.024 0.045
C -0.265 -0.112 0.065
C -0.010 -0.059 -0.016
C 0.025 0.052 -0.007
S -0.216 0.178 0.071
O 0.138 0.128 0.098
O -0.047 -0.121 0.153
N 0.710 -0.314 0.008
C -0.345 0.550 -0.138
S -0.106 0.116 -0.048
C -0.043 0.005 0.030
C 0.012 0.077 0.083
N 0.245 -0.288 -0.043
H -0.011 -0.011 0.040
H -0.009 -0.007 0.046
H 0.024 0.014 -0.007
H 0.003 0.023 -0.022
H -0.005 -0.005 0.000
H 0.019 -0.034 -0.009
H 0.038 0.028 0.003
H -0.022 0.024 -0.024

Values from the calculation:
* relative energy (zero: lowest compared OMol25 entry of this formula, charge and spin): 138.5 kJ/mol
* HOMO: -8.460 eV
* gap between HOMO and LUMO: 6.3 eV

Mulliken atomic charge list, values in e, 4 entries:
1 W 2.00
2 O -0.59
3 C 0.38
4 O -0.61

Record 2
This record from OMol25 describes a molecular structure, C34H27AuBrNP2 at a distorted geometry. The level of theory is ωB97M-V/def2-TZVPD.

Element x y z (Å)
Au  -0.1634  0.1453  -0.2250
Br  2.1437  -1.6472  0.0983
C  0.9860  -3.1279  0.0939
C  1.5512  -4.3681  0.3387
C  0.7616  -5.5148  0.3054
C  -0.5801  -5.4207  0.0146
C  -1.1723  -4.1701  -0.2296
C  -2.5412  -4.0834  -0.5597
C  -3.1285  -2.8650  -0.8186
C  -2.3740  -1.6963  -0.7160
C  -1.0052  -1.7198  -0.4331
C  -0.3885  -2.9728  -0.1810
H  2.6101  -4.4373  0.5415
H  1.2081  -6.4812  0.4903
H  -1.1837  -6.3161  -0.0410
H  -3.1298  -4.9891  -0.6031
H  -4.1773  -2.8190  -1.0780
H  -2.8607  -0.7403  -0.8669
N  -0.6887  2.1491  2.0135
P  -0.6302  0.5550  2.4894
C  0.0093  0.4954  4.1444
C  -0.7628  1.0303  5.1793
C  -0.2701  0.9944  6.4682
C  0.9673  0.4157  6.7255
C  1.7254  -0.1265  5.6998
C  1.2515  -0.0876  4.4001
C  -2.2495  -0.1703  2.4415
C  -3.3868  0.5793  2.1469
C  -4.6226  -0.0404  2.1594
C  -4.7226  -1.3906  2.4672
C  -3.5847  -2.1365  2.7583
C  -2.3466  -1.5342  2.7413
P  -0.4778  2.4086  0.3146
C  0.7919  3.6568  0.1615
C  0.5060  5.0172  0.2900
C  1.5297  5.9437  0.2094
C  2.8329  5.5212  -0.0123
C  3.1224  4.1706  -0.1558
C  2.1030  3.2378  -0.0708
C  -2.0202  3.0889  -0.2839
C  -2.8347  3.8883  0.5191
C  -4.0000  4.4246  -0.0020
C  -4.3512  4.1677  -1.3205
C  -3.5421  3.3726  -2.1210
C  -2.3786  2.8276  -1.6033
H  -0.2278  2.8181  2.6295
H  -1.7370  1.4582  4.9811
H  -0.8536  1.4085  7.2774
H  1.3399  0.3864  7.7395
H  2.6839  -0.5758  5.9116
H  1.8423  -0.5003  3.5929
H  -3.3102  1.6272  1.9169
H  -5.5115  0.5356  1.9452
H  -5.6935  -1.8636  2.4936
H  -3.6709  -3.1832  3.0093
H  -1.4623  -2.1144  2.9723
H  -0.5130  5.3550  0.4335
H  1.3115  6.9973  0.3061
H  3.6270  6.2509  -0.0852
H  4.1365  3.8492  -0.3433
H  2.3217  2.1835  -0.1945
H  -2.5658  4.0896  1.5506
H  -4.6313  5.0461  0.6170
H  -5.2594  4.5901  -1.7255
H  -3.8174  3.1776  -3.1473
H  -1.7501  2.2080  -2.2330

Cartesian forces, eV/Å:
Au -0.548 -0.582 0.810
Br 0.145 0.281 0.040
C 0.011 -0.765 0.081
C 0.021 0.599 -0.111
C -0.316 -0.184 -0.003
C 0.403 -0.028 0.101
C -0.062 0.242 -0.061
C -0.111 0.428 -0.033
C 0.057 -0.495 -0.180
C 0.741 0.728 0.293
C -0.516 -0.660 -0.056
C 0.361 0.124 0.191
H 0.041 -0.046 -0.010
H 0.050 0.003 0.011
H -0.065 0.001 -0.053
H -0.020 -0.061 0.036
H 0.021 0.094 -0.045
H -0.172 0.062 0.148
N 0.520 0.059 0.162
P -1.031 0.020 -1.193
C 0.757 -0.465 -0.154
C -0.263 -0.003 -0.157
C 0.077 -0.011 0.040
C 0.004 0.008 0.052
C 0.019 0.003 0.012
C -0.001 0.101 -0.040
C -0.173 -0.049 0.396
C 0.204 -0.118 -0.057
C -0.155 -0.157 0.012
C -0.025 0.053 -0.014
C -0.130 -0.021 0.002
C 0.098 0.197 0.068
P 0.333 0.635 -0.441
C 0.024 0.008 0.098
C -0.120 0.001 0.005
C -0.007 0.023 -0.009
C 0.059 -0.040 -0.008
C -0.031 0.024 0.001
C 0.003 -0.023 0.049
C -0.060 -0.010 0.134
C 0.055 -0.016 0.040
C 0.018 0.002 0.013
C 0.028 -0.029 -0.055
C -0.059 0.046 0.004
C 0.013 -0.010 -0.033
H -0.197 -0.046 0.004
H -0.050 0.001 -0.003
H -0.035 0.029 0.019
H 0.013 -0.007 0.039
H 0.047 -0.026 0.007
H 0.011 -0.033 -0.036
H 0.024 0.226 -0.032
H -0.042 0.015 -0.004
H -0.051 -0.025 -0.016
H -0.013 -0.067 0.004
H 0.084 -0.034 0.013
H 0.000 -0.003 0.000
H -0.015 0.035 0.002
H 0.026 0.015 -0.002
H 0.035 -0.013 -0.009
H 0.014 -0.028 -0.011
H 0.000 -0.009 -0.014
H -0.020 0.016 0.019
H -0.037 0.014 -0.022
H -0.016 -0.009 -0.035
H 0.024 -0.020 -0.011

Values from the calculation:
* relative energy (zero: lowest compared OMol25 entry of this formula, charge and spin): 23.8 kJ/mol
* total charge: +2
* HOMO (alpha / beta): -13.699 / -13.297 eV
* gap between HOMO and LUMO (alpha / beta): 4.6 / 3.9 eV

natural (NBO) atomic charge list, values in e, 4 entries:
1 Au 0.73
2 Br 0.14
3 C -0.08
4 C -0.19

Record 3
This record from OMol25 describes a gas-phase ion, C6H6N (charge +1) at a distorted geometry. The level of theory is ωB97M-V/def2-TZVPD.

Element x y z (Å)
C  -1.1521  1.0980  0.8188
C  -0.2691  1.5941  -0.1987
C  0.5813  1.0106  -0.9303
C  0.9270  -0.3559  -1.1801
C  -0.2944  -1.2103  -0.2484
C  0.1042  0.6244  1.2987
N  -0.6560  -0.3287  0.8299
H  -2.1107  1.3963  1.2497
H  0.9269  -0.6291  -2.2215
H  1.8975  -0.4842  -0.5738
H  -1.1598  -1.3752  -0.9655
H  0.2416  -2.2034  0.1322
H  0.9636  0.8635  1.9890

Cartesian forces, eV/Å:
C -0.541 -0.013 -0.014
C 1.804 0.115 -2.761
C -2.601 1.377 2.037
C 0.812 -0.787 2.585
C 1.594 -0.393 -1.952
C 1.545 0.784 2.270
N -1.101 -2.081 0.340
H 0.598 0.022 -0.107
H 0.229 -0.488 -0.153
H -0.945 -0.400 -1.718
H 1.000 -0.108 1.323
H -1.384 2.316 -0.756
H -1.009 -0.344 -1.093

Values from the calculation:
* relative energy (zero: lowest compared OMol25 entry of this formula, charge and spin): 490.8 kJ/mol
* total charge: +1
* HOMO: -14.954 eV
* gap between HOMO and LUMO: 9.7 eV

natural (NBO) atomic charge list, values in e, 4 entries:
1 C -0.09
2 C -0.04
3 C 0.24
4 C -0.51

Record 4
This record from OMol25 describes a molecular structure, C18H37IrN6O2 at a distorted geometry. The level of theory is ωB97M-V/def2-TZVPD.

Element x y z (Å)
Ir  0.7466  0.6822  -0.3945
C  -1.3092  1.1577  2.2838
C  -1.3337  2.4781  1.5046
N  -1.0446  2.2626  0.0811
C  -0.8243  3.4643  -0.7284
C  0.6095  3.9716  -0.5744
N  1.5633  2.8810  -0.8139
C  2.1688  2.8761  -2.1506
C  2.9901  1.5991  -2.3574
C  3.8824  1.2808  -1.1522
N  3.0990  0.5605  -0.1315
C  3.5167  0.7691  1.2603
C  2.4187  0.2896  2.2113
N  1.1704  1.0089  1.9204
C  0.0587  0.7153  2.8293
H  -1.7030  0.3733  1.6353
H  -1.9763  1.2449  3.1417
H  -0.6350  3.2000  1.9284
H  -2.3361  2.9134  1.5965
H  -1.8448  1.7723  -0.3126
H  -1.5182  4.2648  -0.4480
H  -1.0059  3.2034  -1.7730
H  0.7565  4.3751  0.4294
H  0.7720  4.7884  -1.2846
H  2.3268  2.9881  -0.1502
H  2.8150  3.7561  -2.2709
H  1.3834  2.9390  -2.9079
H  3.5990  1.7110  -3.2558
H  2.3021  0.7536  -2.5267
H  4.2887  2.2036  -0.7291
H  4.7371  0.6753  -1.4708
H  3.1805  -0.4365  -0.3406
H  3.7028  1.8351  1.4242
H  4.4535  0.2430  1.4786
H  2.7415  0.4537  3.2465
H  2.2392  -0.7821  2.0805
H  1.3603  2.0096  1.9889
H  0.2343  1.2045  3.7958
H  0.0316  -0.3620  3.0034
C  3.0626  -3.6534  -1.5852
O  2.5979  -2.3055  -1.2178
C  1.4234  -2.1131  -0.7757
O  0.4815  -2.8107  -0.5101
H  3.6504  -3.5356  -2.4937
H  2.2099  -4.3089  -1.7589
H  3.6821  -4.0349  -0.7735
N  -1.0207  -0.4528  -0.8377
C  -1.8161  -1.3035  -0.9004
N  -2.7512  -2.1762  -0.9925
C  -2.5552  -3.5673  -0.6603
C  -3.2193  -3.8635  0.7051
C  -4.6734  -3.4323  0.6800
C  -4.8232  -1.9824  0.2580
C  -4.1333  -1.7664  -1.1078
H  -1.4904  -3.7965  -0.6145
H  -3.0360  -4.1748  -1.4322
H  -2.6600  -3.3325  1.4791
H  -3.1342  -4.9323  0.8958
H  -5.0974  -3.5599  1.6839
H  -5.2557  -4.0816  0.0239
H  -4.3668  -1.3124  0.9914
H  -5.8748  -1.7150  0.1545
H  -4.1990  -0.7216  -1.4137
H  -4.6187  -2.3914  -1.8620

Cartesian forces, eV/Å:
Ir -0.029 2.211 2.207
C 0.179 0.037 -0.051
C 0.016 -0.264 0.779
N 0.870 -1.560 -0.671
C 0.649 0.618 -0.404
C -1.050 0.217 0.145
N 0.069 -1.463 0.401
C 0.456 -0.174 -0.771
C -0.042 0.151 -0.010
C 0.017 0.359 -0.897
N -1.716 -1.124 -0.537
C -0.415 0.021 0.854
C 0.574 -0.108 -0.020
N -0.019 0.105 -1.405
C -0.628 -0.100 0.289
H -0.124 -0.029 0.045
H -0.050 -0.048 -0.076
H 0.039 0.098 -0.091
H 0.156 0.059 -0.155
H 0.081 -0.128 0.006
H -0.057 -0.156 -0.023
H -0.066 0.001 0.059
H 0.101 -0.044 -0.050
H 0.080 -0.056 0.117
H -0.070 0.006 -0.016
H -0.139 -0.061 0.107
H 0.008 0.023 0.136
H -0.061 -0.019 0.026
H 0.274 0.083 -0.143
H 0.007 -0.098 0.111
H -0.121 0.005 0.199
H 0.202 0.198 0.034
H 0.010 -0.027 -0.091
H -0.101 0.081 -0.143
H -0.091 -0.032 -0.084
H -0.037 0.103 0.067
H 0.014 -0.104 -0.068
H 0.146 -0.072 -0.145
H 0.075 0.064 0.019
C 0.270 -1.074 -0.241
O 0.066 1.342 0.173
C -2.358 -1.642 0.596
O 2.241 1.661 -0.473
H -0.107 0.139 0.136
H -0.018 0.198 0.055
H -0.120 0.189 -0.022
N 1.417 0.465 0.076
C -0.531 -0.069 -0.052
N 1.037 0.825 -0.481
C 0.197 -1.583 1.047
C 0.294 0.039 -0.773
C -0.301 -0.081 0.835
C 0.100 0.043 -0.766
C -1.596 0.534 0.640
H -0.284 0.015 -0.219
H 0.151 0.156 -0.082
H -0.027 0.002 0.112
H 0.040 -0.006 0.073
H 0.006 -0.019 -0.221
H 0.035 -0.001 -0.108
H -0.030 0.040 0.074
H 0.015 0.054 0.070
H 0.106 -0.092 -0.128
H 0.190 0.091 -0.073

Values from the calculation:
* total charge: +3
* HOMO (alpha / beta): -17.393 / -17.458 eV
* expectation value of S²: 1.24
* gap between HOMO and LUMO (alpha / beta): 5.5 / 6.3 eV
* spin multiplicity: 2

natural (NBO) atomic charge list, values in e, 4 entries:
1 Ir 1.12
2 C -0.42
3 C -0.25
4 N -0.52